Entry 1:
This record from the Open Molecules 2025 dataset describes C7H11ClFN2O2P in the gas phase. The level of theory is wB97M-V/def2-TZVPD.

```
25
Properties=species:S:1:pos:R:3:lowdin_charge:R:1
O -2.131 1.100 1.026 -0.224
P -0.932 0.864 0.235 0.525
N 0.075 -0.317 0.936 -0.230
C -0.448 -0.863 2.133 -0.176
C -1.109 -2.299 1.871 -0.127
F -1.773 -2.725 3.064 -0.097
C 1.190 -0.890 0.274 -0.244
C 2.671 -0.252 0.712 -0.622
Cl 3.618 0.052 -0.672 0.611
N -1.009 0.541 -1.356 -0.026
C -0.894 1.455 -2.254 -0.196
C -0.481 2.802 -1.981 -0.060
C 0.138 2.983 -0.744 -0.163
O 0.058 2.197 0.299 -0.094
H 0.425 -1.219 2.778 0.148
H -1.097 -0.170 2.509 0.068
H -0.378 -3.013 1.596 0.086
H -1.962 -2.264 1.140 0.131
H 1.176 -1.923 0.217 0.081
H 1.175 -0.730 -0.836 0.090
H 3.075 -1.014 1.431 0.083
H 2.392 0.620 1.252 0.045
H -1.089 1.124 -3.310 0.127
H -0.462 3.651 -2.701 0.112
H 0.632 3.994 -0.542 0.151
```

Computed properties:
Orbital gap   9.073 eV
Max |F|   5.8 eV Å⁻¹
HOMO   -9.3 eV
Total energy   -39041.359 eV
Energy above the lowest of the compared OMol25 structures with the same formula, charge and spin   0.00 kcal per mole

Entry 2:
This record from the Open Molecules 2025 dataset describes a molecular structure, C9H22ClIO2PPt. The level of theory is wB97M-V/def2-TZVPD.

```
37
Properties=species:S:1:pos:R:3:lowdin_spin:R:1
C 0.051 -2.334 -5.275 0.073
I -0.077 -1.947 -3.180 0.878
H 0.093 -1.374 -5.792 0.015
H -0.834 -2.899 -5.574 0.016
H 0.959 -2.913 -5.453 -0.001
Pt 0.191 -0.225 -0.020 0.777
P 2.390 -0.067 0.231 0.157
C 3.085 -1.681 0.703 0.034
C 3.238 0.429 -1.298 0.034
H 2.537 2.086 1.326 0.000
H 4.011 1.105 1.624 0.007
H 2.497 0.744 2.503 0.000
C 2.916 1.081 1.546 0.029
H 2.877 1.420 -1.601 0.007
H 4.323 0.461 -1.136 0.007
H 4.176 -1.619 0.812 0.008
H 2.834 -2.420 -0.068 0.000
H 3.005 -0.296 -2.089 0.003
H 2.641 -1.988 1.659 0.000
C -0.169 -2.000 0.324 0.160
O -0.326 -3.121 0.585 0.122
Cl 0.466 2.055 -0.393 0.801
C -2.805 2.076 1.184 0.040
C -2.595 0.589 1.013 0.066
O -1.906 0.212 -0.216 0.572
C -2.423 0.867 -1.411 0.056
C -3.811 0.369 -1.704 0.052
H -1.878 2.648 1.055 0.013
H -3.160 2.252 2.205 0.001
H -3.570 2.453 0.497 0.001
H -1.982 0.200 1.836 0.005
H -3.549 0.043 0.983 0.040
H -2.409 1.951 -1.233 0.017
H -1.730 0.622 -2.221 0.004
H -4.526 0.649 -0.927 0.002
H -4.146 0.811 -2.646 0.005
H -3.822 -0.719 -1.822 0.000
```

Computed properties:
Net charge   +3
Orbital gap (alpha / beta)   5.996 / 5.776 eV
2S+1   5
Max |F|   7.4 eV Å⁻¹
HOMO (alpha / beta)   -16.9 / -21.0 eV
Total energy   -46907.460 eV
<S²>   6.02

Entry 3:
This record from the Open Molecules 2025 dataset describes C47H73NO17 in the gas phase. The level of theory is wB97M-V/def2-TZVPD.

```
138
Properties=species:S:1:pos:R:3:lowdin_charge:R:1
C -10.038 3.126 -1.168 -0.020
H -10.010 3.784 -0.303 0.087
H -11.000 3.241 -1.655 0.080
H -9.244 3.419 -1.850 0.092
C -9.833 1.686 -0.704 -0.296
H -10.711 1.358 -0.135 0.152
C -9.578 0.704 -1.863 -0.244
C -10.653 0.866 -2.939 -0.047
H -11.634 0.669 -2.515 0.095
H -10.478 0.152 -3.740 0.082
H -10.642 1.861 -3.373 0.070
H -8.599 0.938 -2.293 0.143
C -9.556 -0.785 -1.408 -0.328
O -10.551 -1.090 -0.474 -0.015
H -10.346 -0.670 0.380 0.062
H -9.815 -1.396 -2.283 0.147
C -8.143 -1.230 -0.951 -0.314
C -7.188 -1.141 -2.095 -0.060
C -6.016 -0.491 -2.145 -0.085
C -5.455 0.317 -1.102 -0.080
C -4.219 0.872 -1.081 -0.101
C -3.227 0.767 -2.098 -0.087
C -1.949 1.224 -2.023 -0.098
C -1.352 1.854 -0.897 -0.099
C -0.054 2.244 -0.784 -0.102
C 0.944 2.157 -1.795 -0.107
C 2.278 2.347 -1.626 -0.111
C 2.940 2.645 -0.397 -0.091
C 4.273 2.583 -0.191 -0.093
C 5.268 2.265 -1.184 -0.093
C 6.428 1.652 -0.939 -0.034
C 6.852 1.094 0.390 -0.287
C 5.872 0.009 0.886 -0.020
H 6.328 -0.538 1.712 0.124
H 4.974 0.500 1.261 0.123
C 5.429 -0.959 -0.219 -0.242
C 5.864 -2.415 0.028 -0.097
C 7.373 -2.396 0.081 -0.487
O 8.075 -2.151 -0.870 0.118
O 7.837 -2.598 1.303 0.132
H 8.811 -2.418 1.333 0.115
H 5.468 -2.770 0.985 0.172
C 5.345 -3.291 -1.127 -0.324
O 5.691 -4.639 -0.956 0.010
H 5.275 -4.974 -0.152 0.105
C 3.827 -3.108 -1.245 -0.013
H 3.463 -3.640 -2.122 0.145
H 3.353 -3.514 -0.349 0.128
C 3.457 -1.626 -1.375 -0.518
O 3.958 -1.172 -2.599 0.057
H 3.761 -0.231 -2.684 0.107
C 1.938 -1.372 -1.313 -0.029
H 1.808 -0.288 -1.241 0.110
H 1.503 -1.711 -2.253 0.144
C 1.197 -2.035 -0.147 -0.347
O 1.936 -1.995 1.062 -0.028
H 2.637 -1.332 0.965 0.095
C -0.172 -1.358 0.030 -0.081
H -0.694 -1.356 -0.926 0.130
H -0.027 -0.322 0.343 0.120
C -1.040 -2.068 1.074 -0.326
O -0.477 -1.977 2.365 -0.013
H 0.482 -2.093 2.263 0.081
H -1.153 -3.126 0.785 0.153
C -2.434 -1.412 1.172 -0.318
C -3.391 -2.308 1.971 -0.117
H -3.290 -3.321 1.578 0.120
C -4.869 -1.914 1.888 -0.130
H -5.464 -2.777 2.193 0.120
H -5.123 -1.676 0.852 0.108
C -5.286 -0.731 2.774 -0.362
C -6.816 -0.729 2.945 -0.067
H -7.069 -1.510 3.663 0.130
H -7.295 -0.978 1.999 0.103
C -7.382 0.618 3.440 -0.361
H -8.337 0.435 3.946 0.149
O -6.554 1.225 4.395 -0.019
H -5.707 1.388 3.952 0.082
C -7.634 1.580 2.265 -0.025
C -8.789 1.171 1.393 -0.474
O -9.691 0.439 1.731 0.107
O -8.704 1.737 0.192 0.033
H -7.878 2.564 2.676 0.145
H -6.731 1.688 1.662 0.115
H -4.828 -0.861 3.770 0.152
O -4.873 0.510 2.240 -0.054
H -3.926 0.428 2.021 0.060
H -3.063 -2.324 3.013 0.127
O -2.273 -0.140 1.763 -0.033
H -1.665 -0.281 2.507 0.117
H -2.836 -1.237 0.169 0.146
H 1.031 -3.099 -0.367 0.152
O 4.015 -0.871 -0.308 -0.040
H 5.833 -2.981 -2.055 0.165
H 5.860 -0.656 -1.182 0.152
H 6.890 1.892 1.147 0.155
O 8.173 0.576 0.236 -0.071
C 8.982 0.647 1.386 -0.300
O 9.172 1.945 1.853 -0.018
C 10.004 2.829 1.101 -0.280
C 9.236 3.550 -0.007 -0.013
H 8.307 3.947 0.395 0.087
H 9.007 2.884 -0.832 0.062
H 9.835 4.375 -0.382 0.088
C 11.303 2.187 0.583 -0.291
O 12.224 2.223 1.653 -0.009
H 13.065 1.855 1.360 0.100
C 11.134 0.745 0.061 -0.267
N 10.588 0.730 -1.282 0.090
H 9.584 0.874 -1.247 0.057
H 10.744 -0.175 -1.713 0.085
H 12.137 0.299 0.005 0.155
C 10.327 -0.053 1.103 -0.236
O 10.169 -1.397 0.729 -0.021
H 9.705 -1.430 -0.134 0.072
H 10.884 -0.057 2.047 0.168
H 11.671 2.801 -0.253 0.153
H 10.307 3.564 1.856 0.157
H 8.480 0.136 2.226 0.172
H 7.120 1.462 -1.746 0.123
H 5.048 2.546 -2.206 0.111
H 4.646 2.764 0.809 0.112
H 2.313 2.888 0.450 0.102
H 2.912 2.227 -2.496 0.098
H 0.607 1.895 -2.789 0.103
H 0.253 2.653 0.168 0.102
H -1.981 1.992 -0.029 0.098
H -1.321 1.070 -2.890 0.098
H -3.518 0.271 -3.015 0.099
H -3.958 1.439 -0.200 0.096
H -6.082 0.493 -0.241 0.087
H -5.435 -0.583 -3.053 0.098
H -7.492 -1.714 -2.963 0.121
C -8.198 -2.681 -0.459 -0.036
H -8.494 -3.342 -1.271 0.087
H -7.224 -2.993 -0.090 0.071
H -8.928 -2.776 0.341 0.082
H -7.818 -0.595 -0.126 0.103
```

Computed properties:
Orbital gap   6.690 eV
Max |F|   1.2 eV Å⁻¹
HOMO   -7.5 eV
Total energy   -86220.786 eV
Energy above the lowest of the compared OMol25 structures with the same formula, charge and spin   0.00 kcal per mole

Entry 4:
This record from the Open Molecules 2025 dataset describes 5 unconnected molecules or ions with the total composition C38H52BF41N2O13PSSi. The level of theory is wB97M-V/def2-TZVPD.

```
150
Properties=species:S:1:pos:R:3:lowdin_charge:R:1
C 2.976 1.606 1.558 -0.102
C 2.691 1.633 0.043 -0.245
C 2.594 0.219 -0.565 -0.155
C 1.228 -0.188 -1.169 -0.262
O 0.673 -1.306 -0.543 -0.245
P -0.429 -1.222 0.781 0.635
N -1.406 -1.535 2.242 -0.041
O -0.039 0.428 1.083 -0.248
C -0.752 1.166 2.042 -0.216
C -0.526 2.660 1.784 -0.376
C -0.437 3.492 3.047 -0.044
O -1.644 3.202 1.029 -0.068
B -1.991 -0.847 -0.348 -0.475
O -3.157 -0.311 0.220 0.090
N -1.978 -1.088 -1.819 -0.121
C -2.234 0.189 -2.497 -0.108
C -3.045 -2.055 -2.154 -0.086
O 0.898 -1.746 1.798 -0.268
C 1.251 -3.111 1.575 -0.313
Si 2.078 -3.751 3.181 0.590
C 1.147 -5.061 4.164 -0.166
C 2.465 -2.263 4.259 -0.168
C 3.706 -4.534 2.651 -0.170
C 0.025 -3.820 0.975 -0.620
O -0.760 -4.608 1.862 -0.023
S 0.748 -5.127 -0.132 0.848
O 1.303 -6.155 0.716 -0.282
O 1.640 -4.521 -1.088 -0.265
C -0.589 -5.851 -1.232 -0.446
F 0.043 -6.549 -2.195 0.122
F -1.218 -4.809 -1.804 0.130
C -1.705 -6.737 -0.620 -0.364
F -2.473 -5.994 0.178 0.173
F -2.465 -7.139 -1.675 0.138
C -1.336 -8.038 0.157 -0.348
F -0.863 -7.754 1.368 0.174
F -2.515 -8.695 0.321 0.142
C -0.390 -9.057 -0.535 -0.573
F 0.856 -8.635 -0.566 0.196
F -0.796 -9.318 -1.772 0.187
F -0.429 -10.193 0.162 0.178
O -0.765 -2.956 0.325 -0.160
H 2.554 2.466 2.085 0.056
H 2.521 0.714 2.002 0.060
H 4.048 1.562 1.758 0.066
H 3.549 2.127 -0.424 0.090
H 1.784 2.204 -0.157 0.070
H 3.358 0.114 -1.342 0.099
H 2.815 -0.541 0.188 0.104
H 1.414 -0.490 -2.211 0.116
H 0.554 0.674 -1.241 0.091
H -0.919 -1.424 3.115 0.027
H -2.358 -1.204 2.249 0.023
H -0.417 0.920 3.058 0.121
H -1.834 1.004 1.991 0.114
H 0.358 2.782 1.157 0.111
H -0.164 4.519 2.788 0.076
H 0.328 3.104 3.721 0.078
H -1.405 3.530 3.550 0.085
H -1.895 2.532 0.382 0.082
H -3.911 -0.906 0.237 0.100
H -3.213 0.623 -2.239 0.077
H -1.465 0.923 -2.246 0.068
H -2.223 0.030 -3.580 0.085
H -3.915 -1.569 -2.617 0.078
H -3.408 -2.596 -1.276 0.082
H -2.668 -2.786 -2.875 0.078
H 2.075 -3.072 0.848 0.107
H 1.862 -5.584 4.807 0.031
H 0.672 -5.787 3.503 0.022
H 0.387 -4.604 4.809 0.017
H 1.545 -1.726 4.503 0.023
H 2.943 -2.615 5.177 0.027
H 3.141 -1.597 3.723 0.031
H 4.308 -4.857 3.502 0.027
H 4.264 -3.840 2.018 0.030
H 3.467 -5.404 2.030 0.020
H -0.859 -4.123 2.691 0.064
C 7.135 -7.255 -2.209 -0.053
C 8.066 -6.374 -3.056 -0.439
C 8.915 -5.312 -2.347 -0.313
F 8.162 -4.403 -1.709 0.106
F 9.657 -4.666 -3.279 0.091
F 7.387 -5.820 -4.079 0.139
F 8.988 -7.234 -3.594 0.087
O 5.766 -6.930 -2.122 0.049
C 5.260 -6.065 -1.177 -0.533
C 4.642 -4.810 -1.807 -0.288
F 5.537 -4.186 -2.612 0.090
F 4.301 -3.956 -0.829 0.101
F 6.185 -5.760 -0.244 0.144
F 4.260 -6.711 -0.553 0.152
H 7.136 -8.209 -2.736 0.147
H 7.567 -7.442 -1.224 0.146
H 9.591 -5.786 -1.631 0.170
H 3.758 -5.072 -2.390 0.166
C -0.564 5.145 -1.306 -0.035
C -1.531 6.198 -1.861 -0.436
C -1.772 6.244 -3.372 -0.299
F -0.643 6.487 -4.064 0.096
F -2.635 7.262 -3.635 0.075
F -1.189 7.431 -1.420 0.125
F -2.754 5.903 -1.336 0.107
O 0.772 5.540 -1.028 0.055
C 1.770 5.534 -1.958 -0.550
C 2.319 6.943 -2.232 -0.283
F 1.341 7.791 -2.606 0.093
F 3.223 6.871 -3.237 0.094
F 1.413 4.913 -3.096 0.153
F 2.807 4.845 -1.432 0.142
H -0.964 4.889 -0.324 0.126
H -0.598 4.224 -1.890 0.150
H -2.213 5.309 -3.724 0.174
H 2.804 7.330 -1.334 0.174
C -1.656 10.760 -4.963 -0.031
C -1.567 11.467 -3.603 -0.441
C -2.784 11.411 -2.674 -0.302
F -3.871 11.972 -3.242 0.096
F -2.497 12.105 -1.549 0.097
F -1.168 12.748 -3.772 0.130
F -0.583 10.820 -2.917 0.105
O -1.954 11.529 -6.119 0.052
C -3.225 11.806 -6.531 -0.550
C -3.535 13.310 -6.502 -0.289
F -3.322 13.832 -5.282 0.103
F -4.837 13.489 -6.824 0.096
F -4.150 11.093 -5.868 0.156
F -3.307 11.447 -7.836 0.136
H -0.640 10.415 -5.148 0.151
H -2.274 9.864 -4.905 0.141
H -3.009 10.376 -2.405 0.173
H -2.907 13.829 -7.229 0.173
C -4.136 -4.021 5.522 -0.031
C -3.274 -2.871 4.977 -0.439
C -2.831 -1.779 5.955 -0.303
F -3.889 -1.158 6.517 0.096
F -2.110 -0.856 5.286 0.100
F -3.890 -2.333 3.904 0.136
F -2.117 -3.449 4.544 0.093
O -5.543 -3.964 5.340 0.053
C -6.393 -3.351 6.213 -0.548
C -7.124 -2.158 5.579 -0.289
F -6.258 -1.262 5.077 0.107
F -7.865 -1.550 6.536 0.094
F -5.793 -3.014 7.369 0.151
F -7.363 -4.249 6.518 0.134
H -3.839 -4.878 4.918 0.152
H -3.875 -4.260 6.553 0.147
H -2.207 -2.208 6.744 0.173
H -7.780 -2.510 4.781 0.174
```

Computed properties:
Net charge   -1
Orbital gap   7.492 eV
Max |F|   1.6 eV Å⁻¹
HOMO   -5.6 eV
Total energy   -209946.341 eV